Entry 1:
Molecular formula: C2H7OPS
Method: DFT, wB97M-V/def2-TZVPD

XYZ file:
```
12
C2H7OPS | the OMol25 dataset | wB97M-V/def2-TZVPD
C -0.190 -0.478 -2.601
P -0.289 0.087 -1.073
S 1.920 0.905 -1.084
C 2.495 -0.469 0.028
O 2.373 0.479 -2.455
H -1.086 -0.963 -3.196
H 0.726 -0.405 -3.122
H 2.824 -1.239 -0.621
H 1.725 -0.690 0.838
H 3.327 -0.180 0.706
H -0.050 -0.922 2.484
H -0.370 -1.607 2.507
```

Summary:
* E_tot: -24355.7263 eV
* SMILES: C=P#S(C)=O.[H][H]
* net charge: 0
* HOMO energy: -8.89 eV
* energy above the lowest of the compared OMol25 structures with the same formula, charge and spin: 100.17 kcal/mol
* LUMO level: 0.051 eV

natural (NBO) population analysis, charges in e, atoms 1 to 4: number 1, C, carries -0.853; number 2, P, carries 0.475; number 3, S, carries 0.947; number 4, C, carries -0.820

=====

Entry 2:
Molecular formula: C4H5N3O
Method: DFT, wB97M-V/def2-TZVPD

XYZ file:
```
13
C4H5N3O | the OMol25 dataset | wB97M-V/def2-TZVPD
H -1.551 2.479 1.452
N -1.192 2.333 0.486
C -0.701 1.180 0.482
C -0.086 0.677 -0.663
C 0.484 -0.528 -0.661
N 1.033 -1.307 -1.670
O 0.375 -1.330 0.445
C -0.268 -0.787 1.512
N -0.846 0.337 1.601
H 0.040 1.285 -1.559
H 1.351 -0.786 -2.447
H 1.557 -2.084 -1.348
H -0.196 -1.469 2.371
```

Summary:
* E_tot: -10746.0118 eV
* SMILES: [H]/N=c1/cc(N)ocn1
* net charge: 0
* HOMO energy: -8.51 eV
* energy above the lowest of the compared OMol25 structures with the same formula, charge and spin: 36.96 kcal/mol
* LUMO level: 0.663 eV

natural (NBO) population analysis, charges in e, atoms 1 to 4: number 1, H, carries 0.336; number 2, N, carries -0.643; number 3, C, carries 0.341; number 4, C, carries -0.423

=====

Entry 3:
Molecular formula: C21H18N4O3
Method: DFT, wB97M-V/def2-TZVPD

XYZ file:
```
46
C21H18N4O3 | the OMol25 dataset | wB97M-V/def2-TZVPD
C -1.617 -2.986 3.157
C -2.386 -1.669 3.094
C -2.170 -0.834 1.994
C -1.063 -0.943 0.983
C 0.170 -0.406 1.360
C 1.082 0.034 0.384
C 0.778 -0.234 -1.030
C -0.273 -1.066 -1.228
C -1.207 -1.488 -0.315
C -0.525 -1.180 -2.700
C 0.322 -0.038 -3.241
N 1.291 0.352 -2.199
C 2.240 1.351 -2.318
N 2.044 2.608 -2.707
C 3.085 3.528 -2.710
C 4.391 3.182 -2.351
C 4.648 1.808 -1.905
O 5.717 1.133 -1.410
C 5.245 -0.115 -1.078
C 3.910 -0.275 -1.333
C 3.538 0.974 -1.884
N -3.078 0.255 1.822
C -3.159 1.046 0.544
C -3.881 0.605 2.896
O -4.644 1.517 2.849
N -4.199 -0.225 3.916
C -3.506 -1.381 3.985
O -3.865 -2.094 4.980
H -1.490 -3.547 2.209
H -0.712 -2.617 3.507
H -2.040 -3.668 3.839
H 0.393 -0.166 2.393
H 1.796 0.722 0.708
H -2.190 -1.916 -0.599
H -1.528 -0.953 -2.859
H -0.247 -2.127 -3.176
H 0.833 -0.247 -4.168
H -0.272 0.861 -3.411
H 2.849 4.515 -3.079
H 5.276 3.867 -2.312
H 5.794 -0.902 -0.741
H 3.261 -1.089 -0.967
H -3.733 2.001 0.726
H -3.640 0.492 -0.265
H -2.154 1.476 0.302
H -5.085 -0.161 4.336
```

Summary:
* E_tot: -34169.6420 eV
* SMILES: Cc1c(-c2ccc3c(c2)CCN3c2nccc3occc23)n(C)c(=O)[nH]c1=O
* net charge: 0
* HOMO energy: -8.09 eV
* energy above the lowest of the compared OMol25 structures with the same formula, charge and spin: 67.68 kcal/mol
* LUMO level: 0.228 eV

natural (NBO) population analysis, charges in e, atoms 1 to 4: number 1, C, carries -0.624; number 2, C, carries -0.170; number 3, C, carries 0.275; number 4, C, carries -0.120

=====

Entry 4:
Molecular formula: C7H22FN5O4Tl
Method: DFT, wB97M-V/def2-TZVPD

XYZ file:
```
40
C7H22FN5O4Tl | the OMol25 dataset | wB97M-V/def2-TZVPD
Tl -1.593 0.650 0.432
F -3.361 2.716 1.499
C -4.277 -2.164 2.457
O -3.549 -1.183 1.762
H -5.344 -2.036 2.272
H -3.952 -3.130 2.072
H -4.279 -2.159 3.547
C -1.416 -2.813 -1.722
O -1.800 -1.886 -1.069
N -1.984 -3.169 -2.852
N -0.738 -3.778 -1.264
H -1.713 -3.976 -3.396
H -2.654 -2.466 -3.128
H -0.294 -3.609 -0.372
H -0.522 -4.591 -1.823
C 1.598 -1.143 -1.366
O 0.599 -0.505 -1.231
N 2.406 -1.534 -0.449
N 1.925 -1.820 -2.427
H 2.316 -1.254 0.517
H 2.912 -2.347 -0.771
H 1.431 -1.743 -3.305
H 2.608 -2.564 -2.398
C 1.912 1.651 2.285
C 1.151 2.984 1.937
C 1.526 3.369 0.490
O 0.936 2.491 -0.473
C 1.468 2.773 -1.810
N -0.340 2.783 2.074
H 2.987 1.690 2.113
H 1.499 0.830 1.699
H 1.671 1.413 3.322
H 1.547 3.773 2.576
H 2.606 3.349 0.343
H 1.210 4.388 0.267
H 1.097 3.730 -2.177
H 1.263 1.923 -2.462
H 2.556 2.824 -1.858
H -0.603 2.962 3.033
H -0.807 3.573 1.653
```

Summary:
* E_tot: -30653.8316 eV
* net charge: +1
* HOMO energy: -12.29 eV
* energy above the lowest of the compared OMol25 structures with the same formula, charge and spin: 58.85 kcal/mol
* LUMO level: -8.512 eV

natural (NBO) population analysis, charges in e, atoms 1 to 4: number 1, Tl, carries 1.177; number 2, F, carries -0.563; number 3, C, carries -0.324; number 4, O, carries -0.228

=====

One value per record, in order, for gap between HOMO and LUMO: 8.94, 9.17, 8.32, 3.78 eV.
One value per record, in order, for F_max: 3.232, 3.248, 5.925, 6.820 eV/A.